C3H8N4O2 | ωB97M-V/def2-TZVPD

- SMILES = [H]/N=C(/CC(=O)O)N(N)N
- maximum force (Eh/bohr) = 0.0472
- calculated total energy (eV) = -13294.21682
- HOMO-LUMO gap (Eh) = 0.35134
- HOMO energy (eV) = -8.969

Each line ends with the natural charge from an NBO analysis.
Atoms and positions in Å:
O (3.1336, 1.0764, -1.2933)  -0.61
O (2.9655, -0.1433, 0.5476)  -0.66
N (-1.9295, -0.6249, 1.2148)  -0.65
N (-1.9527, 0.5869, -0.7731)  -0.66
N (-1.3627, -0.4145, -0.0287)  -0.19
N (0.6132, -1.7342, 0.3121)  -0.62
C (0.0965, -0.6279, -0.1045)  0.43
C (2.4118, 0.5004, -0.4911)  0.81
C (0.8589, 0.5883, -0.5083)  -0.58
H (-2.7428, 0.1951, -1.2848)  0.36
H (3.9291, -0.1099, 0.3832)  0.50
H (-1.7957, 0.1998, 1.8012)  0.32
H (0.5890, 0.8351, -1.5400)  0.27
H (-2.9296, -0.7892, 1.1384)  0.35
H (-0.1702, -2.2996, 0.6658)  0.35
H (-2.3116, 1.3439, -0.1969)  0.33
H (0.5971, 1.4175, 0.1574)  0.25

Forces on the atoms, in the same order (eV/Å):
O -1.33 -0.69 0.53
O -0.15 -0.08 -0.13
N 0.06 -0.33 1.05
N -0.06 0.58 -1.01
N 0.97 -0.69 -0.42
N -1.12 1.84 -0.57
C -0.96 -1.37 1.76
C 0.71 0.78 -0.50
C 1.43 -0.35 -0.82
H 0.25 0.12 0.09
H -0.42 0.08 0.13
H -0.08 -0.02 0.09
H 0.05 0.34 0.30
H 0.25 -0.17 -0.18
H 0.31 -0.08 -0.26
H 0.21 0.06 0.13
H -0.11 -0.03 -0.19

---

C7H12N2 | ωB97M-V/def2-TZVPD

- maximum force (Eh/bohr) = 0.0731
- calculated total energy (eV) = -10429.92151
- HOMO-LUMO gap (Eh) = 0.31698
- HOMO energy (eV) = -7.696

Each line ends with the natural charge from an NBO analysis.
Atoms and positions in Å:
N (1.4046, 1.5174, 0.8755)  0.05
N (1.6756, 2.5543, 0.5281)  -0.10
C (-1.1806, -0.0838, -1.0305)  0.02
C (1.0832, 0.3950, 1.3017)  -0.04
C (-0.0739, -0.0413, -2.0456)  -0.65
C (-0.8830, -0.9051, 0.2128)  -0.44
C (2.3103, -0.5943, 1.4099)  -0.60
C (-0.4331, 0.0924, 1.2921)  -0.40
C (-2.4380, 0.3379, -1.2067)  -0.42
H (1.9400, -1.4100, 0.8858)  0.21
H (0.2337, -0.9846, -2.4392)  0.22
H (0.9631, 0.3990, -1.7566)  0.22
H (-0.6206, -0.1958, 2.2603)  0.21
H (-2.8539, 1.0083, -2.0157)  0.20
H (-3.3114, 0.2239, -0.5478)  0.20
H (2.4203, -0.7059, 2.4370)  0.21
H (-0.1843, -1.6165, -0.2278)  0.21
H (-1.1261, 0.9347, 1.1093)  0.23
H (3.2144, -0.0871, 1.0341)  0.22
H (-0.3962, 0.5668, -2.7910)  0.22
H (-1.7441, -1.4053, 0.7140)  0.22

Forces on the atoms, in the same order (eV/Å):
N 0.23 1.99 -0.42
N 0.44 1.31 -0.56
C -1.40 -1.28 0.44
C -0.31 -1.81 -0.16
C 2.21 0.71 2.21
C -0.51 0.31 0.05
C -1.81 3.28 -0.31
C 1.76 0.20 -1.57
C -1.07 1.71 -1.21
H 0.33 -2.06 -0.82
H -0.37 -1.01 -0.21
H -1.85 -0.44 0.33
H -0.87 -1.33 2.24
H 1.30 -0.87 0.28
H 0.99 -0.56 0.46
H 0.52 -1.08 1.80
H 0.38 -0.47 1.21
H 1.07 0.23 0.28
H -0.51 -0.54 -0.24
H -0.82 1.64 -2.64
H 0.30 0.06 -1.13

---

C20H32AgAs2N2O8S | ωB97M-V/def2-TZVPD

- charge = +1
- maximum force (Eh/bohr) = 0.0277
- calculated total energy (eV) = -177122.68975
- HOMO-LUMO gap (Eh) = 0.28113
- HOMO energy (eV) = -11.427

Each line ends with the natural charge from an NBO analysis.
Atoms and positions in Å:
Ag (1.6532, 0.5945, 0.2681)  0.86
As (-2.5080, 1.0229, -1.8441)  1.03
As (-0.6026, -1.2910, 0.7186)  0.99
S (2.6373, 0.1181, 2.8109)  0.17
O (-0.4993, -1.1670, -2.9384)  -0.50
O (-2.3747, 1.2936, 1.3784)  -0.60
O (1.3663, -0.4943, -1.9060)  -0.64
O (-2.2525, -3.4570, 0.8836)  -0.58
O (-4.2038, -2.5437, 1.3152)  -0.47
O (-5.1248, -0.0272, -1.6297)  -0.56
O (-1.0996, 2.8060, 0.2864)  -0.51
O (-4.6539, -2.1278, -2.1077)  -0.48
N (3.3122, 2.3868, 0.7481)  -0.68
N (3.9107, -0.2463, -0.0927)  -0.68
C (-3.0095, -2.5082, 0.7699)  0.75
C (-1.4403, 1.5767, 0.6679)  0.75
C (3.1557, 1.8347, 3.1961)  -0.53
C (4.8577, 0.8311, -0.3873)  -0.23
C (-0.5444, 0.5785, 0.0333)  -0.56
C (4.2111, -0.7199, 2.3689)  -0.52
C (4.3164, -1.2131, 0.9267)  -0.24
C (-0.9112, -1.1148, 2.6479)  -0.96
C (2.9728, 2.8736, 2.0859)  -0.23
C (0.2897, -2.0744, -3.7050)  -0.26
C (0.1536, -0.4137, -2.0669)  0.74
C (-5.0728, -1.4189, 1.3741)  -0.27
C (-4.3454, -0.9529, -1.5823)  0.75
C (-2.4788, -1.3210, 0.0578)  -0.39
C (-3.0049, -0.7106, -0.9984)  -0.38
C (-3.6866, -3.1567, -2.2422)  -0.27
C (-2.7364, 0.5281, -3.7319)  -0.96
C (-1.9804, 3.8815, 0.6121)  -0.27
C (-0.6767, 0.5398, -1.3394)  -0.34
C (4.7237, 2.0176, 0.5791)  -0.24
H (-1.7664, -0.4826, 2.8770)  0.25
H (4.2585, -1.5834, 3.0324)  0.25
H (5.0197, -0.0446, 2.6333)  0.22
H (-4.0151, -3.7649, -3.0833)  0.22
H (-4.5262, -0.4734, 1.3912)  0.21
H (1.9244, 3.1799, 2.0566)  0.21
H (-5.7672, -1.4292, 0.5337)  0.20
H (-0.3596, -2.4655, -4.4839)  0.21
H (-2.6927, -2.7499, -2.4435)  0.19
H (3.6586, -2.0800, 0.8222)  0.22
H (-2.5677, -0.5247, -3.9339)  0.23
H (-5.6462, -1.5361, 2.2932)  0.21
H (2.5409, 2.1187, 4.0509)  0.25
H (-2.9297, 3.4892, 0.9786)  0.22
H (-1.0905, -2.1157, 3.0460)  0.26
H (-3.6476, -3.7769, -1.3457)  0.20
H (3.0922, 3.1235, 0.0819)  0.39
H (-1.5136, 4.5084, 1.3718)  0.20
H (5.3190, 2.8523, 0.1912)  0.21
H (-2.0791, 1.1317, -4.3562)  0.25
H (0.6543, -2.8833, -3.0687)  0.20
H (5.8957, 0.4728, -0.3686)  0.19
H (5.1345, 1.7498, 1.5495)  0.19
H (5.3545, -1.5423, 0.7686)  0.20
H (3.7755, -0.7717, -0.9527)  0.40
H (4.1876, 1.7798, 3.5375)  0.22
H (-0.0145, -0.7184, 3.1278)  0.25
H (-3.7678, 0.7744, -3.9894)  0.26
H (-2.1402, 4.4542, -0.3021)  0.21
H (3.5777, 3.7483, 2.3637)  0.20
H (4.6320, 1.1907, -1.3940)  0.21
H (1.1432, -1.5536, -4.1425)  0.21

Forces on the atoms, in the same order (eV/Å):
Ag 0.91 0.29 0.50
As 0.03 0.21 -0.37
As 0.27 -0.22 0.08
S 0.13 0.11 0.03
O -0.23 0.25 0.19
O 0.26 0.30 0.09
O -0.48 0.02 -0.26
O -0.41 0.25 0.07
O 0.02 -0.44 0.07
O 0.06 -0.35 -0.08
O 0.43 0.08 0.00
O -0.47 0.20 -0.01
N -0.06 0.43 -0.17
N 0.16 -0.40 -0.42
C 0.30 -0.74 0.00
C -0.51 0.22 0.64
C -0.12 -0.35 -0.18
C -0.05 0.21 0.21
C -0.40 0.22 -0.94
C -0.36 0.14 0.07
C -0.04 0.07 0.09
C -0.14 0.07 0.10
C -0.04 0.06 0.06
C 0.44 -0.31 -0.20
C 1.08 -0.73 -0.57
C -0.49 0.56 0.06
C -0.56 0.25 0.04
C 0.04 0.05 -0.38
C 0.13 0.10 0.37
C 0.44 -0.54 -0.08
C -0.14 -0.04 -0.02
C -0.45 0.23 0.15
C -0.16 -0.02 0.85
C -0.12 -0.33 -0.21
H 0.08 0.05 -0.08
H 0.16 0.05 -0.03
H 0.06 -0.01 0.07
H 0.03 0.05 0.07
H 0.01 -0.11 0.01
H 0.07 0.05 0.00
H 0.09 -0.04 0.03
H -0.01 0.04 0.07
H -0.09 -0.04 -0.01
H 0.11 0.03 -0.07
H 0.07 0.02 0.05
H 0.12 0.04 -0.07
H 0.13 0.06 -0.01
H 0.11 0.09 -0.02
H 0.07 0.01 -0.18
H -0.03 0.03 -0.08
H -0.05 -0.13 0.12
H -0.03 -0.06 -0.04
H -0.02 -0.08 0.12
H 0.06 0.01 0.07
H -0.05 0.07 -0.05
H -0.04 0.06 -0.08
H 0.03 0.06 0.02
H -0.11 -0.07 0.04
H -0.12 0.12 0.12
H -0.01 0.00 0.07
H -0.07 -0.02 -0.14
H 0.06 0.07 0.09
H 0.07 -0.06 0.10
H -0.11 0.00 0.03
H 0.06 -0.08 0.00
H -0.11 -0.06 0.01